Below is an isolated molecule of C22H32O2P2 at a distorted geometry, with properties calculated with the ωB97M-V functional and the def2-TZVPD basis.

LUMO energy: 0.029 Eh
gap between HOMO and LUMO: 10.2 eV
total charge: 0
HOMO: -9.386 eV
SMILES string: CCCCP(=O)(CCCC)CCP(=O)(c1ccccc1)c1ccccc1
energy: -46008.949 eV
F_max: 2.1 eV Å⁻¹
relative energy (zero: lowest compared OMol25 entry of this formula, charge and spin): 0.0 kcal per mole

Last column: natural (NBO) charge in e.
Element x y z (Å)
C -2.44608 -5.62679 -0.02061  -0.600
C -3.20967 -4.32169 -0.20806  -0.385
C -2.30491 -3.10714 -0.01402  -0.403
C -3.05259 -1.79410 -0.20651  -0.763
P -1.95782 -0.38542 0.25270  1.956
O -1.46360 -0.46581 1.63567  -1.118
C -2.95482 1.12679 -0.08744  -0.770
C -2.25709 2.33050 0.53333  -0.407
C -3.08038 3.61541 0.46034  -0.386
C -3.24876 4.13054 -0.96440  -0.608
C -0.59012 -0.35502 -0.99472  -0.791
C 0.65379 -1.02657 -0.43187  -0.787
P 2.12319 -0.07150 -0.99618  1.945
O 2.26173 -0.05194 -2.45772  -1.098
C 3.54575 -0.81308 -0.13826  -0.342
C 3.63692 -0.86005 1.24676  -0.203
C 4.74656 -1.43344 1.83920  -0.215
C 5.76331 -1.95623 1.05451  -0.196
C 5.67441 -1.90487 -0.32677  -0.211
C 4.56542 -1.33138 -0.92296  -0.209
C 1.93612 1.59221 -0.27442  -0.445
C 1.30801 1.85620 0.93597  -0.210
C 1.23349 3.15910 1.39689  -0.205
C 1.78551 4.19528 0.66101  -0.200
C 2.41239 3.93265 -0.54637  -0.231
C 2.48704 2.63248 -1.01161  -0.119
H -2.02178 -5.67817 0.97947  0.204
H -3.10617 -6.47972 -0.15881  0.210
H -1.63393 -5.70102 -0.74064  0.201
H -3.64152 -4.29368 -1.21174  0.192
H -4.03301 -4.27616 0.50839  0.196
H -1.47389 -3.16101 -0.72188  0.194
H -1.88307 -3.12019 0.99417  0.220
H -3.40875 -1.68388 -1.23129  0.228
H -3.91241 -1.74968 0.46845  0.235
H -3.09119 1.24315 -1.16218  0.231
H -3.93480 0.98116 0.37650  0.232
H -2.05137 2.09166 1.57954  0.226
H -1.29500 2.49380 0.04034  0.204
H -2.57697 4.38095 1.05489  0.202
H -4.06300 3.44300 0.90553  0.194
H -2.27700 4.27002 -1.43375  0.203
H -3.82697 3.43503 -1.56758  0.198
H -3.76797 5.08609 -0.96169  0.211
H -0.91306 -0.80846 -1.93112  0.250
H -0.37415 0.69914 -1.20281  0.246
H 0.77680 -2.04761 -0.80132  0.250
H 0.60039 -1.06479 0.65743  0.264
H 2.84632 -0.44571 1.85459  0.215
H 4.82193 -1.47297 2.91616  0.215
H 6.62822 -2.40248 1.52326  0.214
H 6.46873 -2.31008 -0.93645  0.216
H 4.46952 -1.27386 -1.99771  0.240
H 0.85159 1.06135 1.50613  0.235
H 0.73597 3.36629 2.33296  0.217
H 1.72174 5.20970 1.02693  0.215
H 2.83885 4.74001 -1.12361  0.216
H 2.95817 2.40201 -1.95667  0.229

=====

Below is an isolated molecule of C4H7NO at a distorted geometry, with properties calculated with the ωB97M-V functional and the def2-TZVPD basis.

LUMO energy: 0.040 Eh
gap between HOMO and LUMO: 8.9 eV
total charge: 0
HOMO: -7.763 eV
SMILES string: C[C@@H]1C=CNO1
energy: -7796.397 eV
F_max: 2.2 eV Å⁻¹
relative energy (zero: lowest compared OMol25 entry of this formula, charge and spin): 74.9 kcal per mole

Last column: natural (NBO) charge in e.
Element x y z (Å)
C -0.49035 -1.16021 1.25924  -0.637
C 0.39704 -0.60762 0.15572  0.075
C 0.69892 0.83700 0.24298  -0.353
C 0.33193 1.46441 -0.88547  -0.013
N -0.17026 0.60915 -1.83945  -0.313
O -0.23414 -0.68262 -1.30159  -0.404
H -0.90627 -2.11729 0.95006  0.225
H -1.30957 -0.47631 1.47875  0.213
H 0.09464 -1.32249 2.16520  0.219
H 1.26892 -1.24932 -0.00085  0.186
H 1.02527 1.31651 1.14720  0.226
H 0.35135 2.51746 -1.10721  0.215
H -1.05749 0.87132 -2.26460  0.362

=====

Below is a structure of composition C23H24N5NdO3PS3, with properties calculated with the ωB97M-V functional and the def2-TZVPD basis.

LUMO energy (spin up / spin down): -0.125 / -0.124 Eh
gap between HOMO and LUMO (spin up / spin down): 7.2 / 7.2 eV
total charge: +1
HOMO (spin up / spin down): -10.605 / -10.610 eV
energy: -94904.293 eV
spin multiplicity: 4
F_max: 0.9 eV Å⁻¹
expectation value of S²: 3.754

Last column: Mulliken spin population.
Element x y z (Å)
Nd 0.84760 1.26428 0.79922  3.017
N -2.67681 0.13768 3.46750  -0.001
C -1.58216 0.10493 2.67693  0.000
S -0.16238 0.92447 3.32382  -0.008
N -1.77052 -0.52994 1.53582  -0.001
N -0.64668 -0.65386 0.74139  0.000
C -0.82701 -1.20512 -0.41610  -0.001
C -2.11725 -1.74168 -0.92102  -0.002
C -2.56561 -1.29680 -2.16302  0.001
C -3.78279 -1.72984 -2.67469  0.000
C -4.54506 -2.63609 -1.95279  0.000
C -4.09073 -3.10320 -0.72315  0.000
C -2.88982 -2.65085 -0.20177  0.001
C 0.33632 -1.21699 -1.34041  0.001
C 0.48944 -2.20273 -2.30820  0.000
C 1.61622 -2.18745 -3.10900  0.001
C 2.56425 -1.18060 -2.94523  -0.001
C 2.33888 -0.22505 -1.97846  -0.002
N 1.25034 -0.23687 -1.19795  0.003
H -2.62925 0.56533 4.37336  0.000
H -3.48627 -0.39513 3.19961  0.000
H -1.96456 -0.59925 -2.73645  0.000
H -4.12870 -1.36819 -3.63411  0.000
H -5.49125 -2.98457 -2.34658  0.000
H -4.68164 -3.81949 -0.16692  0.000
H -2.55343 -2.99432 0.76703  0.000
H -0.26314 -2.97239 -2.40996  0.000
H 1.75881 -2.95856 -3.85495  0.000
H 3.45981 -1.13685 -3.54873  0.000
H 3.03610 0.58861 -1.81258  0.000
S 2.92795 3.08388 0.24949  -0.008
C 3.72473 1.71212 0.94095  0.001
N 3.07902 0.61267 1.29395  0.002
C 3.92689 -0.35292 1.82254  -0.001
C 3.55446 -1.60750 2.30421  0.000
C 4.54077 -2.43460 2.79635  0.000
C 5.88785 -2.03356 2.81327  0.000
C 6.26561 -0.79197 2.34303  0.000
C 5.26703 0.04458 1.84969  0.000
S 5.42217 1.64838 1.21801  0.000
H 2.51756 -1.91809 2.30572  0.000
H 4.27000 -3.40828 3.18265  0.000
H 6.63949 -2.70538 3.20584  0.000
H 7.30229 -0.48336 2.36190  0.000
C -4.09539 1.50176 -0.21846  0.000
O -3.08778 2.48592 0.16579  -0.001
P -1.63712 2.25725 -0.41810  -0.001
O -1.67563 3.20594 -1.70360  0.000
C -0.51943 3.19410 -2.56221  0.000
O -0.71730 3.09547 0.65378  -0.001
C -1.11364 4.27631 1.42231  0.000
H -4.99515 1.75658 0.32858  0.000
H -3.74452 0.50580 0.05353  0.000
H -4.27852 1.57276 -1.28934  0.000
H -0.80643 3.68628 -3.48529  0.000
H -0.19660 2.17172 -2.77132  0.000
H 0.29517 3.75629 -2.10358  0.000
H -0.44390 5.08330 1.14477  0.000
H -1.00771 4.00944 2.46856  0.000
H -2.14458 4.51563 1.18435  0.000

=====

Below is the ion C3H5N4 with charge +1 at a distorted geometry, with properties calculated with the ωB97M-V functional and the def2-TZVPD basis.

LUMO energy: -0.199 Eh
gap between HOMO and LUMO: 8.1 eV
total charge: +1
HOMO: -13.522 eV
SMILES string: [H]/N=c1\nc1C(N)=[NH2+]
energy: -9142.431 eV
F_max: 4.3 eV Å⁻¹
relative energy (zero: lowest compared OMol25 entry of this formula, charge and spin): 59.4 kcal per mole

Last column: natural (NBO) charge in e.
Element x y z (Å)
H 3.22966 -2.72317 1.27485  0.408
N 2.31353 -2.43075 1.02176  -0.605
C 1.91862 -1.31357 0.81969  0.422
N 2.05645 0.16042 0.84418  -0.206
C 0.97421 -0.36169 0.45339  0.061
C -0.19555 0.13886 -0.33896  0.532
N -0.64401 1.32787 0.05623  -0.677
N -0.72449 -0.57491 -1.27406  -0.678
H -0.35928 1.82841 0.84654  0.446
H -1.61807 1.61213 -0.24421  0.429
H -0.54181 -1.41310 -1.73430  0.456
H -1.65302 -0.41806 -1.49227  0.413